Record 1
DFT (the ωB97M-V functional and the def2-TZVPD basis) results for a molecular structure, C12H13BF13IO5PtS2 at a distorted geometry.

```
! wB97M-V def2-TZVPD RIJCOSX def2/J DEFGRID3
* xyz 2 1
O 2.2691 -1.1902 2.0908
H 4.1732 1.2940 3.2902
F -5.7828 -1.2250 0.6493
H 1.5713 1.4087 -3.9519
O 3.2672 2.5454 -0.5287
F -6.7485 1.4460 0.2020
H 3.7334 0.8248 -2.9546
C 3.1268 0.1254 0.4153
H 2.5617 2.8760 0.0585
H 5.2281 0.0981 1.1265
C -1.4945 -1.8533 0.1704
H 0.7412 1.4274 -2.3417
O 2.8613 -3.3086 0.9217
F -4.8484 1.9695 -0.8315
F -3.6888 1.2227 1.0165
C -3.8060 -0.9507 -0.6309
Pt 4.4248 0.3369 -4.7217
F -4.0768 -1.8341 -1.5907
O 4.5922 -2.2710 2.1053
C -5.1932 -0.4115 -0.1701
C 2.8126 0.7152 -2.2800
F -3.2572 -1.3932 1.7020
O 3.5212 -1.1824 -0.0039
C 4.1442 1.5678 2.2270
H 4.0854 2.6360 1.9886
C -0.7074 -0.6826 0.7820
H 2.4957 -0.3301 -2.2327
H -1.1557 0.2842 0.5488
S -5.2163 1.3288 0.5505
H 1.9465 2.6403 -2.7046
I 1.0971 1.5117 2.2664
C 1.8195 -0.1924 1.1621
B 3.0901 1.2337 -0.8141
F -3.4670 -3.0257 0.3556
F -5.9656 -0.3873 -1.2329
C 0.7402 -0.8245 0.2593
S 3.4121 -2.1074 1.3623
F -3.0359 -0.0412 -1.2354
F -1.0589 -2.9480 0.8350
F -5.6479 0.7576 1.9663
C 4.2465 0.5714 1.2750
H 0.9824 -1.8871 0.1738
F -5.2589 2.7682 1.1738
F -1.2076 -2.0631 -1.1132
H -0.7356 -0.8766 1.8563
C -3.0178 -1.7759 0.4528
H 0.7548 -0.4286 -0.7600
C 1.6722 1.6006 -2.8858
*
```

As for the HOMO energy: -15.0 eV. Its HOMO-LUMO gap is 3.083 eV.



Record 2
DFT (the ωB97M-V functional and the def2-TZVPD basis) results for a molecular structure, C12H13BrN2 at a distorted geometry.

```
! wB97M-V def2-TZVPD RIJCOSX def2/J DEFGRID3
* xyz 0 3
H 2.0298 2.5190 -1.4357
C 2.8008 -2.7886 -0.4055
H 3.9135 -2.8605 -0.3627
H -4.3284 1.3216 0.6249
N 1.0319 -0.9488 -0.4848
H -3.3650 0.9493 -1.6062
H 0.9678 3.5227 -0.9169
H 0.3418 -2.0500 1.0045
H -3.5983 -0.0117 2.4437
C 1.0264 2.4472 -1.1029
H 0.2464 2.0689 -1.7018
C -2.9597 0.3339 -0.8140
H 2.2257 -3.5261 -0.9004
C -3.5765 0.4796 0.4430
H 1.7151 2.2847 0.9687
C 1.0532 1.6989 0.3078
N 0.0201 -1.6612 0.1055
C -1.7397 -0.3419 -0.9333
Br 4.5094 0.4207 0.4564
C -3.0770 -0.1311 1.5599
H -1.4665 -1.4244 2.2630
C -1.8461 -0.8666 1.4425
C 1.5666 0.2910 0.1491
C 2.3044 -1.5119 -0.3239
C -1.1840 -0.9836 0.2103
C 2.8138 -0.1924 0.1813
H -1.4664 -0.7390 -1.8685
H 0.0408 1.7005 0.6959
*
```

As for the HOMO energy (spin up / spin down): -5.4 / -8.0 eV. Its HOMO-LUMO gap (spin up / spin down) is 6.068 / 5.666 eV.



Record 3
DFT (the ωB97M-V functional and the def2-TZVPD basis) results for 2 unconnected molecules or ions with the total composition C12H13BrNO6 at a distorted geometry.

```
! wB97M-V def2-TZVPD RIJCOSX def2/J DEFGRID3
* xyz -1 1
C -0.8711 0.0732 -2.0833
C -2.6067 -2.4997 3.1063
H -2.8760 -1.6590 3.7506
C 1.1931 2.3616 -2.6336
C 4.7700 1.5768 -1.4657
H -5.3264 -2.3146 3.4761
H 5.4361 2.3862 -1.7223
C -3.7189 -2.7699 2.0661
H -5.8149 -3.3724 2.1404
O 3.1082 3.2412 0.4620
C 0.4849 1.9414 -1.3836
Br -2.0046 -1.2595 -1.2837
C 1.1876 2.0321 -0.2599
H 3.0515 1.5840 -3.5974
N 4.2851 0.0140 0.1798
O -3.9288 -1.6660 1.3093
C 2.5966 2.4946 -0.3395
H -4.8580 -4.0266 3.4805
C 2.6212 1.9465 -2.6773
C 3.3277 1.9969 -1.5556
O 5.1290 1.1167 -0.1629
H -1.5634 2.0966 -2.0464
C -5.0062 -3.1415 2.8373
H -2.4275 -3.3763 3.7531
H 4.8824 0.7289 -2.1362
O 4.9081 -0.9469 0.3504
O 0.6650 3.0243 -3.5013
H -3.4080 -3.7075 1.5305
H 0.7911 1.7791 0.7097
H -1.2950 1.3345 -0.4449
O -0.1477 -0.1861 -3.0107
C -0.9198 1.4602 -1.4527
H -1.6648 -2.2629 2.6050
*
```

As for the HOMO energy: -2.7 eV. Its HOMO-LUMO gap is 3.692 eV. As for the energy above the lowest of the compared OMol25 structures with the same formula, charge and spin: 0.0 kcal per mole.



Record 4
DFT (the ωB97M-V functional and the def2-TZVPD basis) results for a molecular structure, C12H13CeN at a distorted geometry.

```
! wB97M-V def2-TZVPD RIJCOSX def2/J DEFGRID3
* xyz 2 1
N 1.4772 1.1317 0.9039
C 1.5338 0.4343 2.0790
H 1.8386 -1.5167 4.0028
C 1.9842 1.0789 3.2397
H 1.1337 -3.9042 3.8078
C 2.3357 3.0876 2.0060
Ce 0.2180 0.1170 -0.8935
H -0.9140 -2.9716 0.1115
H 1.9451 0.5074 4.1600
H -0.1425 -0.4558 -3.7478
C 0.8613 -3.1781 3.0356
H -1.2556 1.0251 0.8226
H 2.6054 4.1307 1.9420
C 1.0536 -0.9528 2.0406
C 0.6828 -0.7214 -3.0596
H 0.7820 -1.8284 -3.0098
C -0.2254 -2.6780 0.9079
C 1.2805 -1.8542 3.1301
C 2.4122 2.3978 3.2123
C 1.8666 2.4375 0.8645
H -1.7513 1.0989 0.2527
H -0.2061 -4.6249 1.8531
H 1.6160 -0.2627 -3.4520
C 0.3043 -1.3897 0.9327
H 2.7867 2.8851 4.1107
H 1.7825 2.9382 -0.1029
C 0.1109 -3.5874 1.9307
*
```

As for the HOMO energy (spin up / spin down): -15.6 / -15.6 eV. Its HOMO-LUMO gap (spin up / spin down) is 6.060 / 6.105 eV. As for the energy above the lowest of the compared OMol25 structures with the same formula, charge and spin: 0.0 kcal per mole.